# 1
DFT (the ωB97M-V functional and the def2-TZVPD basis) results for 2 unconnected molecules or ions with the total composition C7H7N3O3 at a distorted geometry.

Computed properties:
LUMO level (alpha / beta), eV: -2.9448 / -2.0690
Total energy, eV: -17976.779
Kohn-Sham gap (alpha / beta), hartree: 0.25704 / 0.26798
Energy above the lowest of the compared OMol25 structures with the same formula, charge and spin, kJ/mol: 730.2
E_HOMO (alpha / beta), eV: -9.9390 / -9.3612

Structure (XYZ):
```
20
Properties=species:S:1:pos:R:3:forces:R:3
C 1.44010 -1.93481 1.25607 -1.2 -0.3 -1.5
C 0.06374 -2.00775 1.19171 -0.2 2.9 0.4
C 2.13948 -0.86678 0.78755 0.2 1.9 -0.5
C -0.67387 -0.85638 0.87598 1.5 -1.8 1.0
C 1.49064 0.29464 0.41570 0.6 -1.3 0.6
C 0.07345 0.25906 0.46364 1.0 1.6 -0.7
C -1.78285 -0.13850 -1.91576 -3.5 -2.9 3.2
N -1.38335 0.87296 -2.50216 1.3 5.2 -2.8
N -0.59928 1.26063 -0.07989 -2.2 0.0 1.1
N -0.21686 2.55974 -0.07516 1.6 -0.9 1.5
O -1.53375 -1.30569 -2.01657 0.6 -1.7 0.0
O 0.50236 2.95537 0.82088 0.2 0.2 0.3
O -0.70547 3.24801 -0.91687 -0.8 1.2 -1.8
H 1.93358 -2.83194 1.37735 1.2 -1.7 0.8
H -0.34769 -2.85853 1.59974 -1.4 -1.7 0.5
H 3.18565 -0.94933 0.65140 1.0 0.1 0.2
H -1.69687 -0.77136 1.17557 -0.6 0.1 -0.7
H 2.05678 1.16984 0.10753 -0.4 -0.2 -0.1
H -2.72166 0.07907 -1.12266 1.4 0.4 -1.5
H -1.22413 1.82174 -2.09404 -0.4 -1.1 -0.2
```
Forces are in eV/Å.

# 2
DFT (the ωB97M-V functional and the def2-TZVPD basis) results for 2 unconnected molecules or ions with the total composition C7H7N3O4 at a distorted geometry.

Computed properties:
LUMO level (alpha / beta), eV: -1.5662 / -2.3870
Total energy, eV: -20025.115
Kohn-Sham gap (alpha / beta), hartree: 0.27675 / 0.28436
Energy above the lowest of the compared OMol25 structures with the same formula, charge and spin, kJ/mol: 108.5
E_HOMO (alpha / beta), eV: -9.0968 / -10.1248

Structure (XYZ):
```
21
Properties=species:S:1:pos:R:3:forces:R:3
C -0.94060 -0.62075 -1.32786 -0.1 0.1 -0.1
C -0.98733 -0.67636 1.06179 0.1 0.3 -0.2
C -1.72748 -1.75996 -1.30375 0.2 0.3 0.0
C -1.75546 -1.81645 0.96263 0.1 0.2 0.2
C -0.54464 -0.02916 -0.11359 -0.4 -0.4 -0.4
C 0.63948 1.71724 1.31689 0.1 0.3 0.0
C 0.31672 1.11209 -0.00380 -0.1 -0.4 1.1
N -2.12091 -2.34857 -0.19179 -0.5 -0.7 0.0
N 0.84332 1.80459 -1.12088 0.4 0.5 -0.7
N 2.30489 -0.53795 -0.16447 -1.5 1.2 -0.2
O 0.53895 1.46429 -2.25502 -0.1 -0.1 -0.1
O 1.93600 -1.49951 -0.73249 0.7 -0.7 -0.1
O 1.61547 2.72900 -0.89884 0.1 0.1 0.0
O 3.24350 -0.13995 0.41987 0.9 -0.4 0.2
H -0.66148 -0.18949 -2.27474 0.0 -0.1 0.1
H -0.73276 -0.29770 2.03750 0.1 0.0 0.1
H -2.05469 -2.21863 -2.22640 0.0 0.0 -0.1
H -2.09665 -2.33514 1.84814 0.0 0.0 0.1
H -0.26936 1.93266 1.87962 -0.1 0.0 0.0
H 1.18847 2.64372 1.15587 -0.1 -0.2 0.2
H 1.26457 1.06601 1.93132 0.0 -0.1 0.0
```
Forces are in eV/Å.

# 3
DFT (the ωB97M-V functional and the def2-TZVPD basis) results for 2 unconnected molecules or ions with the total composition C7H7N4O4 at a distorted geometry.

Computed properties:
LUMO level (alpha / beta), eV: 2.8008 / 2.8012
Total energy, eV: -21515.804
Kohn-Sham gap (alpha / beta), hartree: 0.25870 / 0.25872
Energy above the lowest of the compared OMol25 structures with the same formula, charge and spin, kJ/mol: 206.8
Net charge: -1
E_HOMO (alpha / beta), eV: -4.2388 / -4.2389

Structure (XYZ):
```
22
Properties=species:S:1:pos:R:3:forces:R:3
C 0.98292 0.43916 -0.34348 2.1 0.7 -1.4
C 0.20649 0.55810 1.94216 1.8 0.8 -3.9
C 1.60003 1.69282 -0.25452 -2.3 -0.7 1.9
C 0.74656 1.83839 1.97364 -0.5 -1.1 2.0
C 0.44970 -0.27881 0.70832 -1.2 2.2 3.8
C 1.44800 2.45753 0.91632 -0.8 -3.6 0.0
C -1.75677 -1.78281 -1.40369 -0.9 0.2 0.7
N -2.47336 0.40522 -0.77037 0.6 -4.0 -2.4
N -2.11850 -0.33901 -1.72252 0.4 0.6 1.2
N 2.02615 3.68074 1.14594 -1.1 0.5 2.0
N -2.30302 1.33545 -0.05744 1.7 0.8 -0.1
O 2.37209 4.34808 0.22434 1.4 1.5 -2.6
O 0.09378 -1.46859 0.72685 0.1 -1.2 -0.3
O 2.04546 4.10959 2.30121 0.4 0.1 0.5
O -3.05981 2.10112 0.46083 -1.6 1.4 1.3
H 1.15611 -0.21431 -1.17115 0.2 0.1 -1.1
H -0.48385 0.03472 2.52231 -0.6 -0.1 2.0
H 2.05029 2.14221 -1.05706 1.2 0.8 -2.0
H 0.77118 2.35956 2.93439 -0.5 0.1 -0.4
H -2.74145 -2.29404 -1.19162 1.1 0.3 0.3
H -1.44335 -2.20592 -2.35489 0.2 0.2 -0.1
H -0.90741 -1.89982 -0.58232 -1.7 0.5 -1.2
```
Forces are in eV/Å.

# 4
DFT (the ωB97M-V functional and the def2-TZVPD basis) results for a single C7H7NO molecule at a distorted geometry.

Computed properties:
LUMO level, eV: -0.1024
SMILES string: O=C1C=CC=C[C@@H]2N[C@@H]12
Total energy, eV: -10904.883
Kohn-Sham gap, hartree: 0.32838
Energy above the lowest of the compared OMol25 structures with the same formula, charge and spin, kJ/mol: 429.9
E_HOMO, eV: -9.0380

Structure (XYZ):
```
16
Properties=species:S:1:pos:R:3:forces:R:3
C -0.88301 0.35129 1.37290 -3.4 -1.6 3.8
C 0.50394 0.97415 1.30815 -3.3 0.5 0.7
C 1.29779 1.18982 0.30461 3.1 -1.5 -2.4
C 1.40353 0.30750 -0.91112 -0.9 3.2 1.5
C 0.56528 -0.64915 -1.22050 1.9 -1.4 -2.4
C -0.35934 -1.21354 -0.27258 -1.8 -0.9 -2.4
C -1.45642 -0.31848 0.12491 3.5 3.4 0.1
H 0.58884 1.70160 2.06254 0.1 0.4 1.5
H 2.14780 1.87654 0.49235 -0.7 -0.3 -0.4
H 1.95939 0.64635 -1.74250 1.3 0.4 -0.3
H 1.02667 -1.01685 -2.16873 -1.7 -1.0 0.4
H 0.11902 -1.81659 0.44643 0.2 -0.7 1.1
H -2.27052 -1.51960 -1.30135 -0.6 0.5 -2.2
H -1.29162 0.63381 -0.45354 -1.1 -1.1 -1.0
N -1.80272 -1.58501 -0.45758 1.6 -0.1 3.6
O -1.54862 0.43813 2.41601 1.8 0.3 -1.6
```
Forces are in eV/Å.

# 5
DFT (the ωB97M-V functional and the def2-TZVPD basis) results for a molecular structure, C7H7NO2S at a distorted geometry.

Computed properties:
LUMO level (alpha / beta), eV: -0.6624 / -0.6635
Total energy, eV: -23787.114
Kohn-Sham gap (alpha / beta), hartree: 0.25299 / 0.25294
Energy above the lowest of the compared OMol25 structures with the same formula, charge and spin, kJ/mol: 392.7
E_HOMO (alpha / beta), eV: -7.5465 / -7.5462

Structure (XYZ):
```
18
Properties=species:S:1:pos:R:3:forces:R:3
C -1.93983 1.11511 0.24909 -1.0 1.2 -0.6
C -0.70998 1.74376 -0.17657 0.6 -6.7 0.9
C -2.18188 -0.21636 0.11716 -1.4 3.7 1.8
C 0.32727 0.77374 -0.22913 -1.6 1.9 -0.6
C 0.17921 -0.65432 -0.23197 -0.2 1.1 0.4
C 1.59976 1.36254 -0.20215 2.4 -1.8 0.6
C -1.24334 -1.10351 -0.47833 -0.5 -4.7 -2.4
N 2.63287 -0.16082 0.49295 -2.4 1.6 -0.7
O 2.23318 2.30939 -0.34626 0.1 0.7 -0.2
O 2.12922 -2.52354 -0.21554 -0.1 -1.8 -1.1
S 1.56278 -1.35284 0.34442 1.1 1.3 1.7
H -2.69720 1.85543 0.61455 0.4 -1.2 -0.2
H -0.57965 2.72337 -0.32408 0.6 3.5 -0.3
H -3.16521 -0.47813 0.47537 0.0 -0.8 0.0
H -1.64614 -2.21531 -0.22998 1.8 2.2 -0.1
H -1.46547 -1.14964 -1.60387 0.5 0.3 1.0
H 3.50391 -0.44276 0.07361 0.2 0.0 -0.4
H 1.46051 -1.58612 1.67073 -0.5 -0.6 0.1
```
Forces are in eV/Å.

# 6
DFT (the ωB97M-V functional and the def2-TZVPD basis) results for a single C7H7NO5S molecule at a distorted geometry.

Computed properties:
LUMO level, eV: -0.4990
SMILES string: C[C@]12C=CC=C[C@@]1(S(=O)(=O)[N+](=O)[O-])O2
Total energy, eV: -29928.493
Kohn-Sham gap, hartree: 0.34214
Energy above the lowest of the compared OMol25 structures with the same formula, charge and spin, kJ/mol: 583.8
E_HOMO, eV: -9.8092

Structure (XYZ):
```
21
Properties=species:S:1:pos:R:3:forces:R:3
C -1.64065 0.25614 0.79544 0.8 -1.7 2.4
C -1.99655 0.87790 -0.40091 1.3 1.2 -1.3
C -0.42523 -0.26021 1.11402 0.1 2.7 -2.9
C -1.05996 1.23353 -1.30631 -1.7 -0.2 0.8
C 0.70586 0.10971 0.19570 0.1 -1.4 0.3
C 0.29954 0.98300 -0.95856 1.4 -0.5 -1.9
C 1.90555 -0.83495 0.12848 -0.7 3.3 -1.0
N 1.56877 2.80452 -2.89332 -1.3 -0.3 0.9
O 0.70666 3.59086 -2.60027 -0.4 0.2 0.1
O 2.65532 2.99437 -3.28809 1.7 0.6 -0.8
O 2.45726 0.40920 -2.77332 1.9 -0.5 1.3
O 0.30945 0.58681 -3.72209 -1.1 0.7 0.5
O 1.05159 1.49232 0.07390 -0.4 0.9 0.3
S 1.18031 0.98442 -2.65665 -0.4 -1.1 -0.9
H -2.43998 0.07162 1.48118 -0.4 -0.2 0.4
H -3.01542 1.08575 -0.54457 -1.2 0.1 -0.5
H -0.17253 -0.81801 1.95197 0.0 -1.1 1.4
H -1.28517 1.51891 -2.31430 -0.3 0.4 -0.1
H 2.55254 -0.33818 -0.64528 -0.3 -1.5 0.5
H 1.46894 -1.78308 -0.02023 0.4 -1.4 -0.5
H 2.38069 -0.70045 1.06748 0.6 -0.4 1.0
```
Forces are in eV/Å.